{
  "formula": "C6H14NO",
  "method": "ωB97M-V/def2-TZVPD",
  "de_lowest_ev": 0.939,
  "gap_ev": 6.16,
  "smiles": "CC(C)C[C@H](N)C[O-]",
  "e_tot_ev": -9985.685,
  "charge": -1,
  "symbols": ["C", "C", "C", "C", "C", "N", "C", "O", "H", "H", "H", "H", "H", "H", "H", "H", "H", "H", "H", "H", "H", "H"],
  "xyz": [[1.8344, 1.4440, -0.1568], [0.3645, 1.0109, -0.1666], [-0.4540, 2.0324, -0.9746], [0.1225, -0.4475, -0.7194], [-0.0638, -1.3546, 0.5204], [-0.0954, -2.7478, 0.1948], [-1.4612, -1.0728, 1.3828], [-2.4014, -2.0291, 1.2536], [2.4891, 1.2524, -1.0109], [2.3226, 0.9329, 0.6877], [1.8420, 2.4981, 0.1438], [0.1228, 1.1157, 0.9062], [-1.4960, 1.9935, -0.6804], [-0.0821, 3.0261, -0.7058], [-0.3617, 1.7989, -2.0361], [-0.6014, -0.3923, -1.5498], [1.0351, -0.6870, -1.2761], [0.7918, -1.0802, 1.1544], [-1.0483, -3.0693, 0.4695], [-0.0097, -2.9897, -0.7851], [-1.0393, -1.1211, 2.4006], [-1.8102, -0.1135, 0.9480]]
}